Entry 1:
Here is a 14-piece molecular cluster, C53H118O19 overall at a distorted geometry from OMol25. Energies are from the ωB97M-V functional and the def2-TZVPD basis.

Atoms and positions in Å:
C -6.150 -2.634 -0.026
C -4.940 -1.900 0.361
C -3.809 -2.681 -0.299
O -4.417 -3.977 -0.657
C -5.731 -4.079 -0.021
H -6.508 -2.401 -1.029
H -6.889 -2.470 0.759
H -4.852 -1.785 1.441
H -4.992 -0.837 0.123
H -2.989 -2.797 0.410
H -3.346 -2.182 -1.150
H -5.508 -4.542 0.940
H -6.452 -4.588 -0.660
C -3.979 -2.069 -5.572
C -5.196 -1.299 -4.981
C -5.928 -0.947 -6.328
O -5.677 -2.053 -7.163
C -4.473 -2.813 -6.877
H -3.450 -2.712 -4.869
H -3.202 -1.399 -5.938
H -4.889 -0.422 -4.410
H -5.724 -2.024 -4.363
H -5.620 -0.073 -6.902
H -6.981 -0.730 -6.150
H -3.791 -2.810 -7.727
H -4.743 -3.831 -6.593
C -4.910 4.286 2.867
C -5.367 4.516 1.428
C -4.000 4.308 0.769
O -3.485 3.187 1.461
C -3.897 3.239 2.825
H -5.724 4.079 3.561
H -4.542 5.160 3.405
H -5.758 5.495 1.153
H -5.995 3.715 1.039
H -3.333 5.125 1.045
H -3.934 4.229 -0.317
H -3.077 3.548 3.474
H -4.307 2.281 3.145
C -4.046 4.229 -7.070
C -3.095 5.327 -6.832
C -1.930 4.946 -7.824
O -1.930 3.643 -8.133
C -3.018 3.061 -7.335
H -4.562 4.459 -8.002
H -4.809 4.217 -6.292
H -2.693 5.285 -5.819
H -3.415 6.320 -7.148
H -0.909 5.149 -7.503
H -2.102 5.444 -8.778
H -2.720 2.685 -6.357
H -3.519 2.330 -7.969
C -1.213 -0.210 6.928
C -1.970 -0.507 8.245
C -2.565 -1.872 8.045
O -2.932 -1.772 6.697
C -1.917 -1.221 5.859
H -0.127 -0.304 6.944
H -1.359 0.822 6.607
H -2.797 0.195 8.354
H -1.404 -0.391 9.170
H -3.311 -2.039 8.822
H -1.826 -2.654 8.222
H -2.416 -0.730 5.024
H -1.329 -2.063 5.492
C 0.236 6.388 4.939
C 1.097 5.129 4.656
C 2.358 5.418 5.403
O 1.804 6.319 6.474
C 0.460 6.670 6.384
H -0.775 6.195 4.580
H 0.641 7.202 4.337
H 1.235 4.984 3.585
H 0.681 4.181 4.999
H 2.999 5.958 4.706
H 2.777 4.451 5.683
H 0.239 7.709 6.630
H -0.269 6.197 7.042
C 1.299 -3.263 -9.616
C 1.532 -1.803 -10.072
C 0.753 -0.992 -9.031
O 1.026 -1.718 -7.815
C 0.960 -3.122 -8.076
H 2.144 -3.896 -9.885
H 0.447 -3.727 -10.114
H 1.079 -1.609 -11.044
H 2.588 -1.534 -10.085
H -0.303 -0.944 -9.296
H 1.104 0.030 -8.883
H -0.011 -3.543 -7.818
H 1.740 -3.555 -7.450
C -3.052 -6.833 4.129
C -4.380 -7.024 4.806
C -4.122 -6.074 5.986
O -2.789 -6.036 6.303
C -2.039 -6.556 5.217
H -3.097 -5.980 3.452
H -2.759 -7.632 3.449
H -4.595 -7.958 5.326
H -5.235 -6.759 4.184
H -4.641 -6.437 6.873
H -4.455 -5.071 5.718
H -1.498 -7.450 5.526
H -1.286 -5.847 4.874
C 2.182 -3.698 7.833
O 2.863 -2.640 8.405
H 1.597 -4.277 8.549
H 1.516 -3.231 7.109
H 2.761 -4.297 7.130
H 2.480 -2.417 9.257
C 0.124 0.560 -2.496
O 0.759 0.098 -1.318
C 0.476 0.767 -0.101
C 1.218 0.096 1.044
O 0.998 -1.284 1.143
C 1.567 -1.906 2.313
H -0.965 0.519 -2.476
H 0.277 -0.160 -3.299
H 0.339 1.610 -2.693
H -0.587 0.799 0.137
H 0.809 1.800 -0.201
H 0.867 0.625 1.930
H 2.269 0.251 0.800
H 2.626 -1.819 2.068
H 1.244 -2.946 2.271
H 1.631 -1.451 3.301
C 4.910 2.042 -4.973
O 5.744 0.870 -5.160
C 4.996 -0.290 -5.462
C 6.010 -1.488 -5.665
O 6.687 -1.832 -4.391
C 7.301 -3.052 -4.484
H 4.586 2.573 -5.868
H 5.334 2.810 -4.327
H 4.006 1.824 -4.404
H 4.425 -0.049 -6.359
H 4.313 -0.554 -4.654
H 6.881 -1.195 -6.250
H 5.482 -2.305 -6.158
H 7.997 -3.241 -3.667
H 7.914 -3.146 -5.380
H 6.625 -3.898 -4.604
C 1.602 6.727 -1.136
O 0.198 6.819 -1.530
C -0.133 7.965 -2.259
C -1.557 8.385 -1.919
O -1.779 9.608 -2.646
C -1.300 10.870 -2.121
H 1.949 7.636 -0.645
H 2.285 6.685 -1.984
H 1.620 5.870 -0.463
H -0.104 7.721 -3.321
H 0.589 8.760 -2.073
H -1.775 8.507 -0.858
H -2.330 7.690 -2.246
H -1.536 11.648 -2.846
H -0.213 10.796 -2.123
H -1.674 10.975 -1.102
C 0.426 -7.799 -1.331
O 1.696 -7.223 -1.121
C 1.634 -5.905 -0.533
C 2.997 -5.088 -0.706
O 4.079 -5.566 0.115
C 5.246 -4.819 -0.022
H -0.256 -7.296 -2.016
H -0.105 -7.653 -0.391
H 0.583 -8.803 -1.726
H 1.444 -6.129 0.517
H 0.826 -5.231 -0.818
H 2.815 -4.013 -0.682
H 3.317 -5.209 -1.741
H 5.484 -4.868 -1.085
H 5.975 -5.338 0.600
H 5.187 -3.817 0.404
C 7.253 -1.680 9.104
O 7.875 -0.499 8.546
C 6.964 0.253 7.722
C 7.085 -0.152 6.217
O 6.379 0.621 5.298
C 6.490 0.232 3.950
H 7.999 -2.196 9.709
H 6.965 -2.384 8.324
H 6.376 -1.530 9.734
H 7.100 1.316 7.921
H 5.944 0.107 8.078
H 6.781 -1.179 6.015
H 8.127 -0.036 5.920
H 6.135 0.977 3.238
H 6.129 -0.790 3.829
H 7.535 0.032 3.713

## Properties
* highest occupied orbital energy: -9.40 eV
* largest force on an atom: 0.097 Eh/bohr
* Kohn-Sham gap: 0.34917 Ha
* 2S+1: 1


Entry 2:
Here is C35H86AsF6N6O7 as an isolated structure at a distorted geometry from OMol25. Energies are from the ωB97M-V functional and the def2-TZVPD basis.

Atoms and positions in Å:
As -0.153 -0.305 -0.543
F -0.217 1.524 -0.725
F 1.593 -0.307 -0.906
F -0.263 -2.098 -0.539
F -1.924 -0.373 -0.291
F -0.467 -0.627 -2.385
F 0.109 -0.182 1.229
C -4.013 4.952 0.183
C -2.458 5.329 0.160
C -1.765 4.521 -1.051
C -2.183 4.941 -2.437
C -1.909 6.487 -2.524
C -2.414 7.436 -1.332
N -2.231 6.767 -0.013
O -2.750 7.549 1.025
C -1.545 8.705 -1.251
C -3.897 7.756 -1.795
C -1.771 4.804 1.393
H -4.410 5.495 -0.675
H -4.627 5.382 0.974
H -4.254 3.946 -0.160
H -0.692 4.428 -0.884
H -2.277 3.561 -1.117
H -3.232 4.780 -2.686
H -1.585 4.460 -3.212
H -2.339 6.829 -3.465
H -0.842 6.542 -2.738
H -1.354 9.318 -2.132
H -2.109 9.348 -0.576
H -0.613 8.496 -0.726
H -3.958 8.672 -2.382
H -4.154 6.882 -2.393
H -4.557 7.766 -0.927
H -2.276 5.286 2.229
H -0.775 5.246 1.414
H -1.526 3.742 1.430
H -2.043 7.499 1.672
C 6.588 -3.233 1.093
C 7.083 -1.869 1.533
C 7.222 -1.032 0.178
C 5.951 -0.486 -0.456
C 5.124 0.266 0.577
C 4.873 -0.543 1.952
N 6.160 -1.147 2.454
O 6.031 -1.854 3.705
C 4.424 0.607 2.919
C 3.700 -1.619 1.842
C 8.532 -2.075 2.025
H 7.401 -3.847 0.704
H 5.874 -3.181 0.271
H 6.296 -3.836 1.952
H 7.775 -0.095 0.244
H 7.751 -1.577 -0.604
H 5.363 -1.389 -0.620
H 6.080 0.126 -1.349
H 4.201 0.335 0.001
H 5.455 1.271 0.835
H 3.749 1.362 2.517
H 3.870 0.307 3.808
H 5.271 0.887 3.545
H 2.932 -1.406 1.098
H 3.956 -2.601 1.446
H 3.338 -1.824 2.849
H 8.582 -1.970 3.108
H 9.202 -1.300 1.651
H 9.041 -3.019 1.830
H 6.694 -1.416 4.244
C -2.102 -2.820 -4.658
O -2.054 -2.591 -3.222
H -2.906 -3.503 -4.932
H -2.381 -1.894 -5.161
H -1.139 -3.227 -4.966
H -1.487 -1.824 -3.112
C -1.081 -3.329 2.668
C -2.433 -3.561 1.941
C -3.344 -2.453 2.273
O -4.534 -2.797 1.716
C -5.442 -1.708 1.861
N -2.152 -3.767 0.579
H -0.629 -2.496 2.130
H -0.418 -4.194 2.675
H -1.259 -3.010 3.695
H -2.863 -4.425 2.449
H -2.790 -1.652 1.784
H -3.473 -2.375 3.352
H -6.457 -1.932 1.534
H -5.231 -0.963 1.095
H -5.376 -1.273 2.858
H -1.529 -4.555 0.469
H -1.597 -3.017 0.191
C 0.645 2.166 3.381
C 0.679 1.217 4.550
C 0.579 -0.237 4.032
O 0.398 -1.124 5.161
C 1.536 -1.848 5.610
N 1.870 1.614 5.291
H -0.354 2.104 2.950
H 1.332 1.851 2.596
H 0.946 3.164 3.701
H -0.205 1.442 5.148
H 1.437 -0.502 3.413
H -0.315 -0.391 3.428
H 1.247 -2.848 5.933
H 2.151 -1.338 6.351
H 2.227 -2.123 4.813
H 1.934 2.612 5.144
H 2.516 1.110 4.701
C 3.340 -1.542 -3.597
C 2.307 -2.448 -2.942
C 1.885 -3.764 -3.656
O 1.558 -3.464 -4.992
C 0.934 -4.509 -5.716
N 2.897 -2.530 -1.629
H 4.354 -1.942 -3.641
H 3.226 -0.504 -3.286
H 2.972 -1.373 -4.608
H 1.463 -1.771 -2.808
H 0.897 -3.996 -3.257
H 2.708 -4.458 -3.486
H 0.193 -5.148 -5.236
H 1.829 -5.087 -5.944
H 0.534 -4.049 -6.620
H 2.816 -1.616 -1.208
H 2.156 -3.079 -1.216
C -5.170 -0.120 -2.210
C -5.427 -1.610 -1.655
C -6.015 -2.672 -2.538
O -5.962 -3.894 -1.755
C -6.648 -4.940 -2.485
N -4.111 -2.123 -1.155
H -6.157 0.333 -2.305
H -4.713 -0.286 -3.186
H -4.702 0.602 -1.541
H -5.948 -1.453 -0.711
H -5.308 -2.624 -3.366
H -7.019 -2.398 -2.863
H -6.342 -5.896 -2.060
H -6.311 -4.995 -3.520
H -7.735 -4.858 -2.493
H -3.559 -2.373 -1.963
H -3.529 -1.317 -0.973

## Properties
* ⟨S²⟩: 0.752
* highest occupied orbital energy (alpha / beta): 1.36 / -2.56 eV
* largest force on an atom: 0.082 Eh/bohr
* Kohn-Sham gap (alpha / beta): 0.08878 / 0.23267 Ha
* 2S+1: 2
* net charge: -2


Entry 3:
Here is C24H24N4OPt as an isolated structure at a distorted geometry from OMol25. Energies are from the ωB97M-V functional and the def2-TZVPD basis.

Atoms and positions in Å:
Pt -0.517 -0.664 -0.085
O -2.456 -1.765 0.087
C -3.499 -1.625 0.774
C -4.483 -2.678 0.745
C -5.656 -2.585 1.434
C -5.941 -1.442 2.196
C -5.020 -0.413 2.278
C -3.801 -0.458 1.600
C -2.872 0.634 1.715
N -1.623 0.700 1.237
C -1.092 1.889 1.609
C -2.032 2.586 2.322
N -3.127 1.794 2.379
H -4.246 -3.551 0.158
H -6.371 -3.392 1.394
H -6.880 -1.363 2.722
H -5.262 0.438 2.896
H -0.084 2.166 1.366
H -1.988 3.559 2.768
H -3.988 2.051 2.838
C 5.027 0.107 -1.197
C 4.427 1.508 -1.010
C 3.142 1.690 -1.761
C 3.195 2.605 -2.804
C 2.159 2.787 -3.699
C 1.021 1.995 -3.586
C 0.875 1.104 -2.544
C -0.378 0.271 -2.547
C -0.126 -1.219 -2.832
C 1.904 0.979 -1.544
N 1.595 0.217 -0.462
C 2.342 -0.034 0.602
C 1.929 -0.971 1.542
C 2.584 -1.480 2.707
C 1.787 -2.477 3.194
C 0.649 -2.556 2.328
N 0.743 -1.681 1.358
H 5.903 -0.005 -0.563
H 5.345 -0.014 -2.229
H 4.323 -0.689 -0.963
H 5.149 2.225 -1.404
H 4.319 1.754 0.049
H 4.094 3.186 -2.932
H 2.250 3.511 -4.495
H 0.245 2.088 -4.331
H -1.050 0.660 -3.316
H -0.942 0.386 -1.566
H 0.504 -1.324 -3.715
H -1.070 -1.723 -3.031
H 0.386 -1.735 -2.001
H 3.294 0.447 0.778
H 3.524 -1.142 3.098
H 1.963 -3.111 4.040
H -0.176 -3.241 2.404

## Properties
* ⟨S²⟩: 6.136
* highest occupied orbital energy (alpha / beta): -14.08 / -14.67 eV
* largest force on an atom: 0.020 Eh/bohr
* Kohn-Sham gap (alpha / beta): 0.28898 / 0.22524 Ha
* 2S+1: 5
* net charge: +2


Entry 4:
Here is a 5-piece molecular cluster, C4H14O6 overall at a distorted geometry from OMol25. Energies are from the ωB97M-V functional and the def2-TZVPD basis.

Atoms and positions in Å:
O 2.673 -1.823 -2.044
C 2.318 -0.686 -2.109
C 0.943 0.029 -1.754
C 1.125 1.391 -1.065
C 1.423 1.269 0.554
O 0.493 0.647 1.177
H 3.216 0.067 -2.218
H 0.268 0.137 -2.649
H 0.468 -0.599 -0.895
H 0.018 1.850 -1.038
H 1.801 2.012 -1.645
H 2.309 1.659 1.154
O -2.519 2.155 0.694
H -2.070 1.316 0.604
H -2.738 2.198 -0.195
O -0.634 -0.688 3.259
H -0.976 -0.139 4.036
H 0.153 -0.241 3.033
O -0.676 -3.088 -1.407
H -1.229 -3.844 -1.211
H -0.214 -2.892 -0.643
O -2.399 -0.382 1.299
H -2.243 -0.192 2.208
H -1.507 -0.157 0.854

## Properties
* SMILES string: O=CCCC=O.O.O.O.O
* energy above the lowest of the compared OMol25 structures with the same formula, charge and spin: 2.549 eV
* highest occupied orbital energy: -10.07 eV
* largest force on an atom: 0.100 Eh/bohr
* Kohn-Sham gap: 0.35474 Ha
* 2S+1: 1


Entry 5:
Here is a 2-piece molecular cluster, C5H10O overall from OMol25. Energies are from the ωB97M-V functional and the def2-TZVPD basis.

Atoms and positions in Å:
C 0.176 1.838 -0.185
C -0.026 0.366 -0.319
C -0.968 -0.446 -0.814
C -0.179 -1.717 -0.595
C 0.844 -0.799 0.131
O 2.167 -0.883 -0.351
H 0.335 2.126 0.862
H 1.065 2.147 -0.747
H -0.681 2.399 -0.569
H -1.967 -0.287 -1.216
H -0.645 -2.516 -0.008
H 0.256 -2.132 -1.509
H 0.808 -0.947 1.221
H 2.773 -0.656 0.363
H -2.151 0.962 2.280
H -2.023 0.715 1.591

## Properties
* SMILES string: CC1=CC[C@H]1O.[H][H]
* energy above the lowest of the compared OMol25 structures with the same formula, charge and spin: 2.566 eV
* highest occupied orbital energy: -9.18 eV
* largest force on an atom: 0.006 Eh/bohr
* Kohn-Sham gap: 0.37148 Ha
* 2S+1: 1